Molecular formula: C28H66F3O15P3
Method: DFT, ωB97M-V/def2-TZVPD

As for the maximum force: 3.1 eV/Å. The orbital gap comes out at 8.53 eV. Its SMILES is CCCCO[C@@](OCCCC(F)=C(F)F)([C@H](O[C@@H](C)[PH2]=O)P(=O)(O)O)P(=O)(O)O.CC(C)O.CC(C)O.CC(C)O.CC(C)O.CC(C)O.

```
! wB97M-V def2-TZVPD RIJCOSX def2/J DEFGRID3
* xyz 0 1
C -0.08 -4.33 3.89
C -0.81 -5.22 2.83
C -0.63 -4.59 1.41
C -2.00 -4.42 0.67
O -2.45 -3.07 0.61
C -2.44 -2.47 -0.67
O -3.33 -3.17 -1.48
C -3.03 -3.36 -2.85
C -3.30 -2.14 -3.78
C -4.82 -1.72 -3.80
C -5.07 -0.27 -3.46
F -6.17 0.08 -2.74
C -4.29 0.75 -3.84
F -3.77 1.60 -3.00
F -3.97 0.92 -5.11
C -3.04 -1.04 -0.44
O -2.14 -0.11 0.09
C -2.23 0.28 1.44
C -1.73 -0.72 2.50
P -1.03 1.73 1.57
O 0.22 1.52 0.79
P -4.72 -1.12 0.32
O -5.28 0.23 0.41
O -5.75 -1.96 -0.63
O -4.76 -1.84 1.78
P -0.67 -2.24 -1.22
O -0.50 -1.27 -2.30
O 0.09 -3.61 -1.71
O 0.22 -1.70 0.01
H 0.81 -3.83 3.47
H 0.22 -4.96 4.73
H -0.77 -3.54 4.20
H -0.42 -6.25 2.86
H -1.86 -5.25 3.14
H -0.13 -3.63 1.57
H 0.00 -5.26 0.81
H -2.73 -4.96 1.29
H -1.98 -4.96 -0.29
H -2.05 -3.78 -3.09
H -3.75 -4.12 -3.21
H -3.07 -2.49 -4.79
H -2.72 -1.26 -3.50
H -5.44 -2.39 -3.19
H -5.18 -1.87 -4.83
H -3.25 -0.69 -1.47
H -3.18 0.71 1.78
H -0.74 -1.14 2.29
H -1.63 -0.16 3.44
H -2.41 -1.55 2.71
H -0.78 1.85 2.95
H -1.72 2.92 1.20
H -6.63 -1.82 -0.24
H -5.70 -1.95 2.01
H -0.51 -4.37 -1.76
H 0.95 -1.20 -0.39
C -7.40 5.03 -2.42
C -6.85 4.40 -1.15
C -6.64 2.91 -1.33
O -7.76 4.63 -0.07
H -8.37 4.60 -2.68
H -7.56 6.11 -2.28
H -6.72 4.89 -3.26
H -5.91 4.88 -0.89
H -7.59 2.40 -1.55
H -6.25 2.46 -0.41
H -5.94 2.70 -2.14
H -8.60 4.22 -0.30
C 1.52 3.00 6.51
C 0.41 1.98 6.29
C 0.62 0.73 7.13
O 0.35 1.63 4.91
H 2.49 2.58 6.22
H 1.36 3.89 5.90
H 1.58 3.30 7.56
H -0.55 2.43 6.55
H 1.56 0.24 6.85
H -0.18 0.01 6.95
H 0.65 0.97 8.19
H 1.19 1.23 4.67
C 4.17 -0.87 -1.72
C 4.33 -2.35 -1.98
C 3.79 -2.73 -3.36
O 3.63 -3.08 -0.98
H 3.12 -0.58 -1.74
H 4.55 -0.61 -0.73
H 4.71 -0.27 -2.46
H 5.38 -2.64 -1.91
H 2.73 -2.50 -3.44
H 3.90 -3.80 -3.53
H 4.32 -2.20 -4.15
H 2.70 -2.84 -1.04
C 4.72 4.87 -1.44
C 4.90 3.39 -1.71
C 4.38 3.02 -3.09
O 4.20 2.63 -0.72
H 3.67 5.15 -1.47
H 5.09 5.12 -0.44
H 5.26 5.48 -2.17
H 5.95 3.12 -1.64
H 3.31 3.24 -3.18
H 4.50 1.95 -3.27
H 4.90 3.56 -3.88
H 3.27 2.86 -0.78
C 10.08 1.62 -0.20
C 8.61 1.93 -0.44
C 7.73 1.37 0.67
O 8.20 1.39 -1.69
H 10.24 0.54 -0.18
H 10.69 2.02 -1.00
H 10.42 2.05 0.75
H 8.47 3.02 -0.51
H 7.82 0.28 0.72
H 6.68 1.60 0.48
H 8.00 1.79 1.64
H 8.32 0.43 -1.66
*
```


Molecular formula: C28H66N3O16Zn
Method: DFT, ωB97M-V/def2-TZVPD

As for the maximum force: 4.1 eV/Å. The orbital gap comes out at 5.58 eV.

```
! wB97M-V def2-TZVPD RIJCOSX def2/J DEFGRID3
* xyz 1 1
Zn 1.41 -1.01 -2.98
O 0.07 -0.78 -0.60
H -0.64 -0.30 -0.12
C 0.85 -0.54 -8.23
C 0.64 -0.34 -6.71
C -0.77 -0.52 -6.25
O -0.85 -0.62 -4.85
C -2.20 -0.88 -4.50
N 1.47 -1.26 -5.87
H 0.55 -1.56 -8.48
H 1.88 -0.32 -8.54
H 0.18 0.03 -8.87
H 0.97 0.67 -6.48
H -1.20 -1.39 -6.74
H -1.49 0.22 -6.61
H -2.66 0.10 -4.62
H -2.34 -1.17 -3.46
H -2.70 -1.64 -5.10
H 1.26 -2.23 -6.04
H 2.44 -1.25 -6.18
C 5.85 0.62 -1.24
C 4.34 0.62 -1.61
C 3.97 1.62 -2.63
O 2.58 1.47 -3.06
C 1.70 2.54 -2.61
N 4.02 -0.73 -2.17
H 5.96 1.33 -0.43
H 6.48 1.06 -2.01
H 6.19 -0.35 -0.88
H 3.62 0.69 -0.80
H 4.54 1.41 -3.53
H 4.14 2.67 -2.37
H 0.67 2.41 -2.95
H 2.07 3.49 -2.99
H 1.59 2.56 -1.53
H 4.07 -1.40 -1.42
H 4.89 -0.89 -2.66
C 1.18 -3.46 3.75
C 2.38 -4.09 3.07
C 2.18 -5.47 2.30
O 2.20 -6.58 3.16
C 0.99 -7.14 3.65
N 2.76 -3.09 2.03
H 0.61 -4.19 4.33
H 0.39 -3.09 3.10
H 1.61 -2.91 4.58
H 3.14 -4.15 3.85
H 2.95 -5.75 1.59
H 1.25 -5.36 1.75
H 0.55 -7.74 2.85
H 0.27 -6.42 4.04
H 1.13 -7.77 4.52
H 2.01 -2.68 1.50
H 3.14 -2.33 2.57
C -2.81 4.37 0.40
C -4.13 4.69 -0.34
O -4.77 5.79 0.26
C -4.43 7.06 0.00
O -3.54 7.41 -0.74
O -5.37 7.88 0.65
C -5.22 9.24 0.50
H -2.99 4.20 1.47
H -2.01 5.11 0.37
H -2.62 3.41 -0.08
H -4.85 3.93 -0.04
H -4.17 4.67 -1.43
H -4.78 9.69 1.39
H -6.22 9.67 0.41
H -4.65 9.61 -0.35
C 0.91 2.01 4.13
C 1.97 2.43 3.11
O 2.72 3.57 3.45
C 3.42 4.26 2.57
O 3.60 3.96 1.40
O 4.04 5.25 3.16
C 5.17 5.76 2.47
H 0.20 2.80 4.36
H 1.39 1.82 5.10
H 0.43 1.09 3.80
H 1.52 2.50 2.12
H 2.74 1.68 2.88
H 5.70 6.44 3.14
H 4.89 6.38 1.63
H 5.81 4.97 2.08
C -1.93 -5.58 -0.79
C -1.70 -6.15 -2.20
O -0.40 -6.63 -2.42
C 0.72 -5.76 -2.59
O 0.62 -4.53 -2.70
O 1.86 -6.36 -2.43
C 2.04 -7.77 -2.42
H -1.29 -4.71 -0.63
H -1.70 -6.16 0.11
H -2.99 -5.35 -0.72
H -1.85 -5.34 -2.93
H -2.40 -6.95 -2.43
H 1.84 -8.27 -3.36
H 1.47 -8.14 -1.57
H 3.10 -8.01 -2.30
C -4.75 -0.67 3.12
C -5.23 0.66 3.67
O -4.49 1.00 4.84
C -4.78 2.23 5.42
O -5.64 3.00 5.01
O -4.10 2.35 6.58
C -4.32 3.47 7.51
H -5.23 -0.94 2.18
H -4.82 -1.51 3.81
H -3.71 -0.55 2.80
H -6.26 0.53 4.01
H -5.29 1.28 2.78
H -4.01 4.46 7.18
H -3.62 3.26 8.32
H -5.36 3.35 7.82
*
```


Number 1: total energy -96837.5718 eV. Number 2: total energy -115741.1442 eV.